# 1
Molecular formula: C26H57ClIN4O2P
Method: DFT, ωB97M-V/def2-TZVPD

Computed properties:
- LUMO energy (eV) = 0.4
- orbital gap (eV) = 8.4
- SMILES = CCCOC[C@]1(C[C@@H](C)Cl)[C@@H]([C@@H](I)CC)C(=O)N[C@H]1[PH2]=N.CCN(CC)CC.CCN(CC)CC

Element x y z (Å)
1 C 0.7092 -1.1607 6.4789
2 C 0.0388 -2.4007 5.8989
3 C 0.0715 -2.4477 4.3786
4 O 1.3324 -2.9086 3.8978
5 C 2.2080 -1.9443 3.3480
6 C 2.3132 -2.0253 1.8207
7 C 3.3373 -0.9985 1.2346
8 C 4.0659 -0.0387 2.1855
9 C 5.2792 -0.6122 2.9117
10 Cl 4.6027 1.3796 1.2064
11 C 2.6585 -3.4498 1.3671
12 P 4.2966 -4.2143 1.6114
13 N 4.4180 -5.7434 1.8273
14 N 2.2334 -3.5277 -0.0371
15 C 1.1585 -2.6498 -0.2068
16 O 0.5249 -2.5144 -1.2039
17 C 0.9294 -1.9266 1.1175
18 C 0.1793 -0.5871 1.0873
19 I 0.6344 0.7130 -0.5906
20 C -1.3699 -0.7111 1.2209
21 C -1.9842 -2.0894 0.9795
22 H 1.7388 -1.0601 6.1246
23 H 0.7440 -1.1983 7.5688
24 H 0.1654 -0.2553 6.1939
25 H 0.5351 -3.3044 6.2653
26 H -1.0040 -2.4554 6.2272
27 H -0.1270 -1.4464 3.9700
28 H -0.6970 -3.1218 3.9936
29 H 3.1981 -2.1584 3.7636
30 H 1.9247 -0.9418 3.6832
31 H 4.1112 -1.5361 0.6736
32 H 2.8214 -0.3841 0.4986
33 H 3.3712 0.3958 2.9033
34 H 5.9927 0.1763 3.1454
35 H 5.7860 -1.3503 2.2872
36 H 4.9969 -1.0875 3.8525
37 H 1.9965 -4.1213 1.9327
38 H 4.8664 -3.4144 2.6188
39 H 5.0074 -3.6807 0.5103
40 H 3.5574 -6.2735 1.7694
41 H 2.9391 -3.4346 -0.7606
42 H 0.2897 -2.6246 1.6709
43 H 0.5541 0.0035 1.9237
44 H -1.8388 -0.0202 0.5217
45 H -1.6497 -0.3528 2.2180
46 H -3.0641 -2.0233 1.1102
47 H -1.6402 -2.8565 1.6731
48 H -1.7806 -2.4284 -0.0396
49 C 3.1427 4.0742 -1.2804
50 C 2.7266 4.1584 -2.7407
51 N 1.4273 4.7838 -2.9240
52 C 0.8708 4.5951 -4.2520
53 C 1.6024 5.2329 -5.4390
54 C 1.2797 6.1111 -2.3479
55 C 2.2653 7.1979 -2.7962
56 H 2.3462 3.6057 -0.6999
57 H 4.0457 3.4713 -1.1924
58 H 3.3554 5.0539 -0.8506
59 H 2.6393 3.1437 -3.1418
60 H 3.5309 4.6439 -3.3173
61 H -0.1608 4.9576 -4.2296
62 H 0.8126 3.5153 -4.4210
63 H 1.4781 6.3149 -5.4658
64 H 1.2041 4.8322 -6.3730
65 H 2.6710 5.0146 -5.4165
66 H 1.3465 6.0144 -1.2619
67 H 0.2566 6.4352 -2.5553
68 H 3.2933 6.8319 -2.7854
69 H 2.2133 8.0467 -2.1119
70 H 2.0528 7.5675 -3.7983
71 C -8.1230 -0.9535 -2.5469
72 C -6.7288 -0.3462 -2.5521
73 N -5.8994 -0.8199 -1.4567
74 C -4.6902 -0.0377 -1.2637
75 C -3.6381 -0.0419 -2.3775
76 C -5.7462 -2.2642 -1.3604
77 C -5.1818 -3.0081 -2.5773
78 H -8.6009 -0.8077 -1.5772
79 H -8.7367 -0.4757 -3.3116
80 H -8.1066 -2.0222 -2.7632
81 H -6.8109 0.7380 -2.4330
82 H -6.2745 -0.5099 -3.5426
83 H -4.2296 -0.3780 -0.3360
84 H -5.0035 0.9962 -1.0859
85 H -3.0989 -0.9867 -2.4432
86 H -2.9007 0.7398 -2.1817
87 H -4.0877 0.1655 -3.3495
88 H -6.7225 -2.6900 -1.1185
89 H -5.1140 -2.4582 -0.4898
90 H -5.6656 -2.6857 -3.5009
91 H -5.3629 -4.0791 -2.4700
92 H -4.1088 -2.8645 -2.6945

---

# 2
Molecular formula: C26H57ClN2NbO6
Method: DFT, ωB97M-V/def2-TZVPD

Computed properties:
- LUMO energy (eV) = 2.1
- net charge = -1
- orbital gap (eV) = 5.4

Element x y z (Å)
1 C 3.6470 0.1978 -0.1642
2 C 2.2219 0.5473 0.2223
3 C 1.1724 -0.5415 0.0001
4 C 1.2127 -1.2824 -1.3476
5 C 0.2616 -0.7244 -2.4268
6 C 0.9161 0.0380 -3.5984
7 Nb 0.9916 2.2879 -3.3563
8 C 2.1532 2.4673 -5.3058
9 N 3.5058 1.8262 -5.1975
10 C 4.5096 2.6200 -4.5051
11 N 1.1391 4.3841 -3.0871
12 C 1.2057 4.7630 -1.8914
13 C 2.4121 4.5664 -1.0140
14 C 0.0764 5.5087 -1.2141
15 C -1.1215 2.4969 -4.2770
16 Cl -1.1999 2.0186 -6.0300
17 C -2.2674 1.7311 -3.5982
18 C -2.6138 2.2523 -2.1975
19 H 3.7012 0.0411 -1.2359
20 H 4.2921 1.0525 0.0317
21 H 4.0458 -0.6545 0.3763
22 H 1.9186 1.4625 -0.2684
23 H 2.2180 0.7699 1.2933
24 H 0.2003 -0.0534 0.0413
25 H 1.1849 -1.2500 0.8230
26 H 0.8820 -2.3022 -1.1575
27 H 2.2127 -1.3641 -1.7606
28 H -0.5269 -0.1298 -1.9771
29 H -0.2241 -1.5948 -2.8753
30 H 0.3040 -0.0973 -4.4942
31 H 1.8886 -0.4056 -3.8041
32 H 0.1724 2.1264 -1.6930
33 H 2.5448 1.9805 -2.4349
34 H 2.3431 3.5186 -5.5097
35 H 1.6662 2.0178 -6.1681
36 H 3.4138 0.9226 -4.7586
37 H 4.6194 2.3277 -3.4606
38 H 4.2752 3.6759 -4.5674
39 H 5.4851 2.4655 -4.9722
40 H 2.1515 3.9810 -0.1363
41 H 2.7194 5.5513 -0.6538
42 H 3.2201 4.1213 -1.5746
43 H 0.3433 5.7903 -0.1992
44 H -0.1480 6.4135 -1.7708
45 H -0.8188 4.8960 -1.1885
46 H -1.4083 3.5418 -4.2322
47 H -3.1527 1.8775 -4.2211
48 H -2.0754 0.6628 -3.6138
49 H -1.9067 2.9941 -1.8496
50 H -2.5844 1.4376 -1.4780
51 H -3.6293 2.6372 -2.1753
52 O 4.1428 -3.2897 1.0674
53 C 3.3771 -4.2065 1.1712
54 O 2.0592 -3.9491 1.2130
55 C 1.0450 -4.9524 1.1485
56 C 0.7083 -5.5101 2.5133
57 C 3.8555 -5.6326 1.3423
58 H 1.3063 -5.7289 0.4275
59 H 0.1771 -4.4304 0.7485
60 H 1.5548 -6.0299 2.9651
61 H -0.1245 -6.2066 2.4477
62 H 0.4276 -4.6959 3.1823
63 H 4.0394 -5.8113 2.4010
64 H 4.7920 -5.7402 0.8015
65 H 3.1621 -6.3833 0.9704
66 O -1.9076 -6.6793 3.9708
67 C -2.5456 -5.7808 4.4490
68 O -3.5820 -5.2850 3.7503
69 C -4.4810 -4.2997 4.2701
70 C -3.9653 -2.8910 4.0571
71 C -2.1493 -5.1314 5.7552
72 H -4.7098 -4.5040 5.3174
73 H -5.4035 -4.4473 3.7113
74 H -3.0350 -2.7162 4.5975
75 H -4.7009 -2.1630 4.3993
76 H -3.7681 -2.7126 3.0010
77 H -1.4105 -4.3586 5.5453
78 H -1.6913 -5.8905 6.3836
79 H -2.9770 -4.6910 6.3053
80 O -3.2494 0.1445 2.4846
81 C -3.2574 1.3285 2.2792
82 O -2.0928 1.9669 2.0816
83 C -2.0151 3.3487 1.7128
84 C -2.0243 4.2442 2.9349
85 C -4.5441 2.1259 2.3161
86 H -2.7986 3.6067 1.0000
87 H -1.0713 3.4577 1.1811
88 H -2.9567 4.1557 3.4945
89 H -1.8987 5.2865 2.6397
90 H -1.2098 3.9699 3.6052
91 H -4.7431 2.4157 3.3474
92 H -5.3484 1.4808 1.9729
93 H -4.5372 3.0149 1.6912

---

# 3
Molecular formula: C26H57INO16P3
Method: DFT, ωB97M-V/def2-TZVPD

Computed properties:
- LUMO energy (eV) = 0.1
- orbital gap (eV) = 9.7
- SMILES = CCN[C@]1(CC(=O)O)C(=O)OC[C@@H]1I.CCOP(=O)(OCC)OCC.CCOP(=O)(OCC)OCC.CCOP(=O)(OCC)OCC

Element x y z (Å)
1 C 2.1758 0.4190 2.1297
2 C 2.7233 1.8242 1.7328
3 N 1.5790 2.6405 1.3271
4 C 1.8800 4.0297 1.0656
5 C 2.8517 4.7893 2.0301
6 C 2.4984 6.2307 2.2888
7 O 1.5494 6.6210 2.9039
8 O 3.4158 7.1318 1.7763
9 C 0.4336 4.6241 0.8829
10 O -0.3586 4.9014 1.7375
11 O 0.1172 4.7567 -0.4365
12 C 1.2941 5.1385 -1.1375
13 C 2.4203 4.4081 -0.3461
14 I 3.1027 2.8109 -1.6304
15 H 2.7867 -0.3451 1.6602
16 H 1.1268 0.3716 1.8589
17 H 2.2975 0.2875 3.2022
18 H 3.2535 2.1932 2.6144
19 H 3.4321 1.6635 0.9311
20 H 0.8912 2.6403 2.0718
21 H 3.8457 4.7021 1.6113
22 H 2.8368 4.2804 2.9924
23 H 3.6310 7.7020 2.5219
24 H 1.3042 4.7462 -2.1431
25 H 1.3100 6.2261 -1.0804
26 H 3.2368 5.1203 -0.3815
27 O -3.0479 -2.4821 6.1146
28 P -2.4803 -1.9821 4.8371
29 O -3.4566 -2.5649 3.6594
30 C -4.8676 -2.3853 3.6836
31 C -5.2347 -1.0086 3.1651
32 O -1.1650 -2.9185 4.6463
33 C -0.6868 -3.7368 5.7147
34 C -1.3032 -5.1220 5.6713
35 O -1.7738 -0.8777 3.8424
36 C -2.1625 0.4963 3.7653
37 C -2.6081 1.1127 5.0744
38 H -5.2836 -2.5294 4.6840
39 H -5.2850 -3.1625 3.0424
40 H -4.9375 -0.2398 3.8830
41 H -6.3119 -0.9175 3.0175
42 H -4.7358 -0.7917 2.2204
43 H -0.8614 -3.2537 6.6750
44 H 0.3958 -3.8089 5.5986
45 H -2.3730 -5.0853 5.4723
46 H -1.1370 -5.6473 6.6129
47 H -0.8521 -5.7116 4.8711
48 H -2.9334 0.6014 2.9985
49 H -1.2942 1.0425 3.3918
50 H -3.3785 0.5105 5.5700
51 H -3.0177 2.1073 4.9005
52 H -1.7686 1.2041 5.7654
53 O -4.9584 2.2849 -2.4579
54 P -3.7605 1.6017 -3.0083
55 O -3.3844 0.4426 -1.9155
56 C -4.3531 -0.4970 -1.4627
57 C -4.4789 -1.6960 -2.3844
58 O -2.5728 2.6737 -2.7112
59 C -2.8807 4.0052 -2.2832
60 C -2.9315 4.1216 -0.7694
61 O -2.8531 0.9989 -4.2343
62 C -3.4059 0.1971 -5.2819
63 C -4.8197 0.5721 -5.6764
64 H -5.3260 -0.0180 -1.3241
65 H -4.0070 -0.8254 -0.4813
66 H -4.9525 -1.4127 -3.3287
67 H -5.0942 -2.4731 -1.9293
68 H -3.4976 -2.1127 -2.6132
69 H -3.8112 4.3408 -2.7392
70 H -2.0942 4.6542 -2.6739
71 H -3.4677 3.2923 -0.3079
72 H -3.4110 5.0564 -0.4741
73 H -1.9255 4.1156 -0.3540
74 H -3.3428 -0.8577 -5.0000
75 H -2.7517 0.3201 -6.1465
76 H -5.4892 0.6180 -4.8095
77 H -5.2229 -0.1621 -6.3735
78 H -4.8404 1.5501 -6.1591
79 O 5.4852 -3.2449 -1.4627
80 P 4.8322 -2.9770 -2.7691
81 O 4.4409 -4.4522 -3.3698
82 C 3.6890 -5.3733 -2.5852
83 C 2.1943 -5.1301 -2.6923
84 O 6.0937 -2.5901 -3.7201
85 C 7.3840 -2.3423 -3.1619
86 C 8.2140 -3.6103 -3.0979
87 O 3.8722 -2.1093 -3.7723
88 C 2.5767 -1.6394 -3.3853
89 C 2.4628 -1.2616 -1.9239
90 H 4.0085 -5.3429 -1.5406
91 H 3.9195 -6.3674 -2.9700
92 H 1.9138 -4.2009 -2.1890
93 H 1.6345 -5.9392 -2.2216
94 H 1.8894 -5.0517 -3.7362
95 H 7.2942 -1.8759 -2.1818
96 H 7.8733 -1.6110 -3.8074
97 H 7.6351 -4.4576 -2.7340
98 H 9.0812 -3.4709 -2.4507
99 H 8.5744 -3.8768 -4.0931
100 H 1.8253 -2.3848 -3.6590
101 H 2.3673 -0.7602 -3.9968
102 H 2.8147 -2.0631 -1.2626
103 H 1.4242 -1.0481 -1.6710
104 H 3.0576 -0.3727 -1.7067

---

# 4
Molecular formula: C26H57NO7SSi2
Method: DFT, ωB97M-V/def2-TZVPD

Computed properties:
- LUMO energy (eV) = 0.3
- orbital gap (eV) = 9.9

Element x y z (Å)
1 C 2.6020 -4.1068 0.3331
2 C 2.5473 -2.9245 0.0085
3 C 2.5710 -1.3604 -0.2681
4 C 1.3606 -0.9503 -1.2095
5 C 1.0947 0.6509 -1.2468
6 Si -0.8023 0.8445 -0.9033
7 C -1.0330 0.3486 0.9339
8 C 0.1242 0.9617 1.8832
9 C 0.0322 2.5488 2.0039
10 C 1.1086 3.3532 1.1581
11 S 2.8100 3.2684 1.8725
12 O 3.2036 1.8984 2.2529
13 O 2.9930 4.2415 2.9671
14 O 3.8703 3.7318 0.6596
15 N -1.1364 2.5824 -1.1706
16 C -1.3374 2.9047 -2.6041
17 C -0.8196 4.4023 -2.9300
18 C 0.6744 4.3486 -3.4987
19 O -1.5726 -0.2027 -2.0273
20 Si -3.2695 -0.3251 -1.8267
21 C -4.2027 0.1073 -3.4620
22 C -3.7716 -0.8087 -4.6842
23 C -2.3091 -0.4293 -5.2652
24 C -3.6239 -2.2096 -1.5525
25 O -4.8508 -2.6421 -2.1853
26 C -4.7370 -4.0756 -2.3567
27 O -3.9084 0.4691 -0.4485
28 C -4.4366 1.7830 -0.7246
29 C -6.0264 1.8219 -0.5014
30 C -6.4432 3.3600 -0.7294
31 O -6.3086 1.5547 0.9006
32 H 2.6817 -5.1447 0.7523
33 H 2.5048 -0.8854 0.7620
34 H 3.5882 -1.1616 -0.7464
35 H 1.4873 -1.3861 -2.2541
36 H 0.4275 -1.4664 -0.7936
37 H 1.7221 1.1006 -0.4182
38 H 1.3746 1.0735 -2.2628
39 H -1.1973 -0.7564 1.0997
40 H -1.9923 0.8634 1.2932
41 H -0.1092 0.5537 2.9237
42 H 1.1518 0.5823 1.6212
43 H -0.9996 2.9669 1.7760
44 H 0.2325 2.8017 3.1008
45 H 1.1374 3.1074 0.0564
46 H 0.8144 4.4560 1.2222
47 H 4.1597 2.8973 0.2319
48 H -1.8964 2.9228 -0.5735
49 H -2.4232 2.8847 -2.9402
50 H -0.7834 2.1922 -3.3061
51 H -1.4789 4.8662 -3.7389
52 H -0.9180 5.0258 -1.9935
53 H 0.8965 5.3291 -4.0181
54 H 0.7463 3.5176 -4.2584
55 H 1.3630 4.2223 -2.6075
56 H -5.3118 -0.0230 -3.2084
57 H -4.0380 1.2067 -3.6746
58 H -3.8647 -1.9184 -4.5066
59 H -4.4887 -0.5645 -5.5434
60 H -1.5689 -0.9803 -4.6042
61 H -2.1403 0.6871 -5.2220
62 H -2.2867 -0.8544 -6.3157
63 H -2.7680 -2.7393 -2.1085
64 H -3.5212 -2.5013 -0.4621
65 H -4.1721 -4.3753 -3.2956
66 H -4.1818 -4.5459 -1.4751
67 H -5.7907 -4.4826 -2.3785
68 H -4.0169 2.4735 0.0906
69 H -4.1138 2.2366 -1.7092
70 H -6.5849 1.1058 -1.1683
71 H -5.5547 4.0078 -0.4067
72 H -7.2996 3.6748 -0.0539
73 H -6.6167 3.5921 -1.8212
74 H -6.1467 2.3728 1.4181
75 C 4.9194 -1.0338 3.2745
76 C 5.1681 -2.4875 2.8933
77 C 4.3793 -3.4810 3.7473
78 C 4.7133 -3.4663 5.2417
79 C 6.1804 -3.7281 5.5853
80 C 6.6619 -5.1080 5.1551
81 H 5.2391 -0.8227 4.2974
82 H 5.4791 -0.3701 2.6107
83 H 3.8593 -0.7834 3.1852
84 H 6.2395 -2.7043 2.9474
85 H 4.8793 -2.6284 1.8464
86 H 4.5357 -4.4890 3.3493
87 H 3.3090 -3.2755 3.6318
88 H 4.0926 -4.2177 5.7421
89 H 4.4200 -2.5026 5.6712
90 H 6.3031 -3.6401 6.6699
91 H 6.8216 -2.9604 5.1419
92 H 6.0604 -5.8933 5.6213
93 H 7.7019 -5.2560 5.4561
94 H 6.6110 -5.2333 4.0717

---

Which of these has the lowest orbital gap?
C26H57ClN2NbO6